{"formula": "C5H10O", "method": "ωB97M-V/def2-TZVPD", "total_energy_ha": -271.67724, "total_charge": 0, "fmax_ev_per_a": 1.604, "multiplicity": 1, "smiles": "C=CCC=C.O", "orbital_gap_ev": 10.19, "elements": ["C", "O", "H", "H", "C", "H", "H", "H", "C", "H", "H", "C", "H", "H", "C", "H"], "positions_angstrom": [[0.48637, -1.94530, 0.17809], [0.43462, -0.47207, 3.86637], [-1.59926, 2.73710, -2.36639], [0.75692, 0.82901, -0.30630], [0.42402, 0.21075, -1.13458], [-1.21792, -1.18175, -0.70909], [0.02630, -2.61204, 0.89996], [1.07764, -0.94428, 4.39701], [-0.78738, 2.25776, -1.82327], [1.50839, -1.77925, 0.51444], [-1.05771, 0.31682, -2.71058], [-0.13881, -1.09371, -0.61708], [-0.41486, 2.76691, -0.94184], [-0.19560, -0.07248, 4.46890], [-0.59474, 0.95184, -1.95920], [1.29205, 0.03067, -1.75645]], "forces_ev_per_angstrom": [[0.657, 0.490, 1.371], [-0.028, 0.037, -0.405], [0.393, 0.172, -0.134], [0.031, 0.067, 0.190], [-0.342, -0.419, -0.381], [-0.022, -0.191, -0.197], [-0.575, -0.437, -0.809], [-0.001, -0.006, 0.220], [-1.486, -0.538, 0.277], [0.212, 0.132, -0.611], [-0.239, 0.421, -0.148], [-0.422, 0.262, 0.742], [0.366, 0.168, -0.271], [0.036, -0.038, 0.177], [1.053, 0.012, 0.171], [0.367, -0.132, -0.192]]}


{"formula": "C4H20BO18", "method": "ωB97M-V/def2-TZVPD", "total_energy_ha": -1543.95539, "total_charge": -1, "fmax_ev_per_a": 1.594, "multiplicity": 1, "orbital_gap_ev": 10.60, "elements": ["H", "O", "H", "O", "H", "H", "O", "O", "O", "H", "H", "H", "O", "H", "O", "C", "H", "H", "H", "O", "H", "O", "H", "C", "C", "O", "O", "C", "O", "O", "H", "O", "H", "H", "O", "B", "H", "O", "H", "H", "O", "H", "O"], "positions_angstrom": [[29.70924, 9.76805, -12.11472], [32.54413, 9.77893, -10.04576], [30.91702, 13.45489, -8.98560], [33.90369, 13.25081, -13.34747], [34.55150, 9.49122, -12.03367], [36.15611, 9.91411, -5.20378], [31.20412, 6.25462, -11.71783], [33.74543, 11.02137, -8.28387], [38.09885, 12.43739, -8.96935], [36.27851, 13.93900, -7.18409], [32.94951, 13.12620, -13.38503], [30.21806, 7.73693, -12.66033], [33.47169, 11.99111, -10.42587], [37.73573, 11.60942, -9.29508], [29.79854, 8.29817, -13.33972], [31.30701, 9.47503, -9.79799], [34.11350, 13.24087, -12.40425], [28.85721, 8.10205, -13.27503], [30.40787, 5.75522, -11.50377], [30.99342, 14.38857, -8.72483], [37.70511, 14.10413, -6.66185], [29.54903, 10.72898, -12.12412], [31.50498, 6.60744, -10.87111], [34.71268, 11.90247, -8.43588], [30.58855, 10.71295, -9.20462], [30.69092, 8.48797, -10.09947], [35.25251, 13.34780, -10.31497], [34.54090, 12.51596, -9.83795], [35.56380, 12.20574, -7.64576], [29.40473, 10.80545, -9.13354], [37.32497, 12.95720, -8.70683], [35.62046, 9.49378, -5.88326], [28.90584, 10.88039, -11.42159], [29.84992, 6.21811, -8.40534], [34.05586, 8.67869, -12.17844], [32.84800, 11.10742, -9.42147], [30.17445, 14.79592, -9.02255], [31.51443, 11.62937, -8.98067], [29.49348, 7.45792, -9.25332], [33.71543, 8.44778, -11.31032], [36.97060, 14.60270, -7.03489], [35.31889, 10.22434, -6.43750], [29.25925, 6.97668, -8.42586]], "forces_ev_per_angstrom": [[-0.063, 0.379, -0.449], [0.577, 0.047, 0.813], [0.112, 0.300, 0.195], [-0.026, 0.047, 0.028], [-0.130, 0.029, -0.055], [-0.013, 0.021, -0.068], [-0.118, -0.292, -0.054], [0.539, -0.053, 0.434], [0.137, 0.039, 0.035], [0.228, 0.184, 0.111], [0.066, -0.075, 0.059], [0.164, -0.103, -0.336], [0.117, -0.415, 1.105], [0.005, 0.029, 0.017], [-0.058, -0.363, 0.384], [-1.359, 0.823, -0.127], [0.014, 0.052, -0.097], [0.060, 0.028, -0.071], [0.094, -0.047, 0.029], [-0.159, -0.134, -0.137], [-0.043, -0.021, -0.078], [-0.096, 0.055, 0.354], [-0.126, 0.239, -0.115], [-0.393, 0.192, -0.427], [0.411, -0.470, -0.667], [0.774, -0.502, -0.291], [0.163, -0.037, 0.025], [0.121, 0.654, -0.558], [-0.308, -0.441, 0.224], [-0.274, 0.353, 0.537], [0.226, -0.047, -0.195], [-0.018, -0.017, 0.024], [0.137, 0.006, 0.024], [0.002, 0.047, 0.033], [0.318, -0.206, -0.179], [-1.106, -0.039, -0.926], [0.063, -0.002, 0.007], [0.325, -0.183, -0.037], [-0.104, -0.223, 0.938], [-0.081, 0.153, -0.003], [-0.120, -0.024, 0.053], [0.046, 0.015, 0.059], [-0.103, 0.003, -0.618]]}


{"formula": "C22H12BrN4NiS", "method": "ωB97M-V/def2-TZVPD", "total_energy_ha": -5544.94425, "total_charge": 1, "fmax_ev_per_a": 0.919, "multiplicity": 1, "orbital_gap_ev": 6.98, "elements": ["H", "Ni", "N", "C", "C", "H", "C", "H", "H", "H", "H", "C", "C", "C", "H", "C", "C", "C", "C", "C", "C", "C", "H", "N", "Br", "H", "C", "C", "N", "C", "C", "H", "C", "C", "C", "S", "C", "H", "H", "C", "N"], "positions_angstrom": [[2.59356, -2.47077, 0.51199], [0.67714, -0.04248, -0.02013], [-4.55640, -3.73749, -0.25961], [-0.64985, -2.47832, 0.10553], [2.09620, 3.94430, 0.12231], [5.25540, 4.37391, -1.08689], [3.29571, 4.58093, -0.27914], [-1.08979, 2.11318, 1.32380], [-1.75081, 1.72445, -0.78189], [-4.96445, -1.10825, -0.81062], [2.20006, -4.87855, 0.85112], [-2.35067, -4.20147, 0.14424], [4.34389, 3.87131, -0.79551], [3.09257, 1.88202, -0.55471], [3.37600, 5.65298, -0.15024], [1.36251, -4.23120, 0.63620], [1.59139, -2.87089, 0.43948], [-3.34028, -3.22793, -0.16349], [0.76905, 1.84062, 0.29047], [-2.99708, -1.83234, -0.33811], [0.07945, -4.71932, 0.54641], [-3.46544, 0.43951, -0.84837], [5.09993, 1.88985, -1.27987], [0.61531, -2.01439, 0.16752], [2.85790, -0.01614, -0.56532], [-0.86094, 4.47712, 1.69009], [-1.66294, -1.47662, -0.16831], [1.96128, 2.54699, -0.06125], [-2.84274, -5.42136, 0.27414], [-0.05963, 3.96497, 1.17323], [4.26078, 2.46856, -0.91986], [-0.14283, -5.76938, 0.68108], [-2.11425, 0.72130, -0.64247], [-3.92496, -0.84197, -0.67510], [1.03697, 4.64838, 0.74161], [-4.42471, -5.31876, 0.00238], [-0.96026, -3.82616, 0.27445], [1.13010, 5.71582, 0.89406], [-4.12227, 1.24665, -1.13786], [-0.18920, 2.57337, 0.94530], [-1.22568, -0.19244, -0.27667]], "forces_ev_per_angstrom": [[-0.006, -0.016, -0.008], [-0.515, 0.244, 0.384], [-0.054, 0.040, -0.126], [0.172, -0.080, 0.039], [0.022, -0.022, -0.023], [0.004, -0.004, -0.010], [0.064, 0.009, -0.014], [-0.091, -0.160, 0.001], [0.127, 0.089, 0.024], [-0.011, 0.016, 0.001], [-0.015, -0.022, 0.003], [-0.194, 0.137, -0.011], [-0.055, 0.098, 0.042], [-0.032, 0.052, -0.002], [0.016, 0.000, -0.010], [0.046, 0.029, 0.010], [-0.037, -0.104, 0.025], [0.100, -0.189, 0.082], [0.067, -0.015, -0.110], [-0.007, 0.067, 0.005], [-0.034, 0.045, -0.024], [0.044, 0.012, 0.005], [0.005, 0.008, 0.002], [-0.136, -0.074, -0.067], [0.877, 0.102, -0.255], [0.034, 0.052, 0.000], [-0.121, 0.164, -0.019], [-0.075, 0.035, -0.007], [0.076, -0.090, -0.087], [-0.012, 0.007, 0.012], [-0.012, -0.155, -0.006], [0.009, -0.007, 0.006], [-0.044, 0.135, -0.075], [0.090, -0.014, -0.001], [-0.030, -0.048, 0.020], [-0.030, -0.002, 0.125], [0.098, 0.050, 0.037], [-0.015, 0.008, -0.001], [-0.027, -0.020, -0.003], [0.014, -0.005, -0.011], [-0.311, -0.375, 0.046]]}


Energy relative to the best compared isomer or geometry (same formula, charge and spin) for the records above, in order: 197.9 58.2 5.5 kJ/mol
Molar mass for the records above, in order: 86.1 367.0 503.0 g mol⁻¹
E_LUMO for the records above, in order: 0.0315 0.0802 -0.1448 Eh